Record 1
Here is a molecular structure, C23H41CoN2OP3 at a distorted geometry from OMol25. Energies are from the ωB97M-V functional and the def2-TZVPD basis.

Each line ends with the Mulliken charge.
Cartesian coordinates (Å):
Co: 0.30 -0.31 -0.14  0.389
P: 2.15 -0.48 -0.95  1.267
P: 0.06 2.12 -1.59  1.054
P: -0.01 -0.74 1.89  1.639
H: -2.44 0.66 -1.10  0.355
C: -2.74 0.62 -0.02  -0.541
C: -2.63 1.64 0.83  -0.501
H: -2.29 2.62 0.53  0.109
C: 1.37 -1.26 -2.45  -1.669
C: 3.34 0.65 -1.71  -1.533
C: 3.28 -1.54 -0.01  -1.326
C: -1.36 3.31 -1.62  -1.583
C: 1.37 3.46 -1.73  -1.373
C: 0.04 1.71 -3.40  -1.535
C: -1.23 -0.17 3.22  -1.390
C: 1.36 -1.19 3.11  -1.504
C: -0.64 -2.47 1.72  -0.948
H: -3.02 -0.42 0.30  0.328
H: -2.65 1.47 1.91  0.398
H: 1.61 -2.35 -2.34  0.316
H: 1.92 -0.86 -3.34  0.527
H: 0.26 -1.06 -2.60  0.556
H: 4.22 0.08 -2.04  0.522
H: 3.66 1.38 -0.95  0.410
H: 2.90 1.22 -2.53  0.427
H: 4.06 -1.94 -0.67  0.523
H: 2.76 -2.34 0.53  0.355
H: 3.75 -0.92 0.77  0.379
H: -1.44 3.77 -2.62  0.519
H: -1.22 4.12 -0.90  0.512
H: -2.30 2.79 -1.42  0.417
H: 1.50 3.72 -2.79  0.494
H: 2.35 3.11 -1.38  0.269
H: 1.07 4.36 -1.17  0.468
H: -0.43 2.54 -3.94  0.529
H: -0.55 0.80 -3.58  0.331
H: 1.05 1.55 -3.80  0.349
H: -1.29 -0.90 4.04  0.474
H: -2.23 -0.05 2.81  0.451
H: -0.89 0.79 3.66  0.422
H: 1.26 -2.25 3.38  0.457
H: 1.27 -0.62 4.05  0.599
H: 2.35 -1.03 2.66  0.395
H: -0.90 -2.87 2.71  0.559
H: 0.16 -3.09 1.28  0.550
H: -1.51 -2.46 1.06  -0.572
C: -1.71 -4.06 -1.33  0.742
C: -1.52 -4.83 -2.48  -0.371
C: -2.48 -5.83 -2.78  -0.355
C: -3.54 -6.09 -1.89  -0.636
C: -3.55 -5.47 -0.63  -0.456
C: -2.64 -4.47 -0.34  -0.170
O: -1.13 -2.81 -1.15  -0.115
H: -0.21 -2.81 -1.51  -0.068
H: -0.70 -4.63 -3.16  0.484
H: -2.41 -6.37 -3.72  0.429
H: -4.34 -6.78 -2.17  0.439
H: -4.29 -5.75 0.11  0.462
H: -2.65 -3.97 0.63  0.493
N: 0.92 7.02 0.93  -0.414
C: 0.92 5.95 1.41  -0.229
C: 0.95 4.68 2.08  -0.201
C: 1.49 4.54 3.36  -0.405
C: 1.64 3.26 3.88  -1.049
C: 1.25 2.17 3.09  -0.049
N: 0.66 2.29 1.91  0.225
C: 0.47 3.52 1.43  -0.294
H: 1.81 5.44 3.88  0.547
H: 2.05 3.08 4.87  0.473
H: 1.42 1.16 3.43  0.200
H: -0.04 3.59 0.47  0.446

Values from the calculation:
Max |F| = 6.13 eV/A
⟨S²⟩ = 6.0365
Kohn-Sham gap (spin up / spin down) = 7.9 / 3.5 eV
ΔE to the lowest compared entry with this formula, charge and spin = 30.1 kJ/mol
Net charge = +3
E_LUMO (spin up / spin down) = -8.86 / -13.26 eV
2S+1 = 5


Record 2
Here is a molecular structure, C30H43N9O4SV at a distorted geometry from OMol25. Energies are from the ωB97M-V functional and the def2-TZVPD basis.

Each line ends with the Mulliken charge.
Cartesian coordinates (Å):
V: -1.16 -0.86 -0.53  0.817
N: -4.34 0.81 -2.31  -0.396
C: -3.52 -0.02 -1.66  0.568
O: -2.66 0.42 -0.87  -0.420
C: -3.67 -1.50 -1.87  -0.699
C: -2.30 -2.18 -1.71  -0.868
H: -4.19 1.81 -2.22  0.254
H: -5.00 0.49 -2.99  0.223
H: -4.13 -1.71 -2.84  0.525
H: -4.36 -1.86 -1.10  0.240
H: -1.83 -2.28 -2.69  0.271
H: -2.41 -3.19 -1.30  0.519
O: 6.46 -1.83 -2.45  -0.484
C: 5.47 -0.93 -2.41  0.637
O: 5.58 0.13 -2.98  -0.551
C: 4.22 -1.28 -1.67  0.656
C: 3.46 -0.21 -1.19  -0.692
C: 2.22 -0.42 -0.64  0.597
C: 1.69 -1.72 -0.58  -1.115
C: 2.46 -2.79 -1.02  -0.539
C: 3.72 -2.57 -1.55  -0.779
N: 0.38 -1.89 -0.05  0.441
C: 0.24 -2.73 0.96  -0.366
C: -1.04 -2.72 1.57  -0.030
C: -1.41 -3.50 2.67  -1.054
C: -2.68 -3.37 3.19  -0.510
C: -3.56 -2.46 2.60  -1.128
C: -3.13 -1.70 1.54  -0.431
N: -1.89 -1.80 1.02  0.874
H: 6.28 -2.61 -1.92  0.353
H: 3.88 0.78 -1.28  0.553
H: 1.62 0.38 -0.24  -0.083
H: 2.05 -3.79 -0.97  0.590
H: 4.30 -3.42 -1.90  0.338
H: 1.05 -3.32 1.35  0.517
H: -0.70 -4.20 3.09  0.563
H: -3.00 -3.98 4.02  0.477
H: -4.57 -2.35 2.96  0.496
H: -3.77 -0.96 1.07  0.369
C: -2.04 1.64 4.83  -0.936
C: -2.21 0.62 3.68  -0.421
N: -2.74 1.28 2.49  0.036
C: -4.08 1.79 2.75  -0.660
C: -4.08 2.70 4.00  -0.726
N: -2.65 2.93 4.38  -0.006
C: -1.88 3.47 3.22  -0.937
C: -1.87 2.39 2.11  0.484
H: -0.99 1.81 5.06  0.289
H: -2.54 1.32 5.74  0.371
H: -2.89 -0.18 3.96  0.539
H: -1.25 0.17 3.43  0.351
H: -4.76 0.95 2.91  0.419
H: -4.42 2.33 1.87  0.500
H: -4.59 2.24 4.84  0.329
H: -4.55 3.67 3.81  0.338
H: -2.61 3.59 5.15  0.309
H: -0.87 3.72 3.55  0.418
H: -2.37 4.39 2.89  0.280
H: -0.86 2.00 1.98  -0.836
H: -2.21 2.80 1.16  0.667
S: 1.33 1.28 2.67  -0.369
C: 2.72 2.12 2.29  0.207
N: 3.72 2.39 3.15  -0.159
C: 4.80 3.16 2.54  -0.554
C: 4.40 3.18 1.06  -0.441
N: 3.04 2.64 1.10  -0.048
H: 3.67 2.17 4.12  0.184
H: 5.76 2.68 2.70  0.321
H: 4.84 4.17 2.97  0.289
H: 5.05 2.54 0.46  0.241
H: 4.41 4.18 0.63  0.367
H: 2.47 2.51 0.28  0.221
N: -0.35 -0.15 -2.24  -0.468
C: -0.01 -0.41 -3.32  0.450
N: 0.36 -0.74 -4.53  0.028
C: 0.86 -2.09 -4.80  -0.578
C: 2.34 -2.00 -5.17  -0.417
O: 2.53 -1.11 -6.24  -0.415
C: 2.12 0.21 -5.93  -0.451
C: 0.63 0.24 -5.59  -0.658
H: 0.29 -2.50 -5.64  0.310
H: 0.71 -2.72 -3.92  0.417
H: 2.70 -2.97 -5.50  0.400
H: 2.91 -1.68 -4.30  0.188
H: 2.32 0.81 -6.81  0.393
H: 2.70 0.60 -5.08  0.236
H: 0.06 -0.06 -6.47  0.333
H: 0.32 1.23 -5.28  0.430

Values from the calculation:
Max |F| = 2.01 eV/A
⟨S²⟩ = 3.7861
Kohn-Sham gap (spin up / spin down) = 6.8 / 7.9 eV
Net charge = +2
E_LUMO (spin up / spin down) = -4.32 / -5.14 eV
2S+1 = 4


Record 3
Here is 6 unconnected molecules or ions with the total composition C39H28BrNO13 at a distorted geometry from OMol25. Energies are from the ωB97M-V functional and the def2-TZVPD basis.

Each line ends with the Mulliken charge.
Cartesian coordinates (Å):
N: 4.13 6.72 -1.81  -0.490
C: 3.81 5.32 -1.78  0.367
O: 2.80 4.88 -2.28  -0.574
C: 4.79 4.42 -1.07  -0.691
C: 5.13 3.17 -1.93  -0.005
C: 6.57 2.97 -2.23  0.294
C: 7.40 3.80 -2.87  0.634
Br: 6.88 5.46 -3.59  -0.096
C: 8.85 3.46 -3.08  0.088
O: 9.69 4.32 -3.15  -0.525
C: 9.13 2.01 -3.20  -0.446
C: 8.31 1.16 -2.59  -0.610
C: 7.17 1.67 -1.80  0.043
O: 6.74 1.04 -0.85  -0.459
H: 3.33 7.24 -1.48  0.304
H: 4.32 7.00 -2.76  0.250
H: 4.41 4.17 -0.09  0.415
H: 5.70 4.99 -0.93  0.381
H: 4.54 3.10 -2.83  0.138
H: 4.85 2.31 -1.33  0.024
H: 9.97 1.68 -3.79  0.455
H: 8.47 0.10 -2.66  0.499
O: 4.11 1.98 1.15  -0.567
C: 3.58 0.89 1.14  0.539
C: 2.11 0.73 1.27  -0.543
C: 1.54 -0.47 1.25  -0.163
C: 2.35 -1.70 1.09  0.490
O: 1.83 -2.80 1.07  -0.597
C: 3.82 -1.55 0.95  -0.595
C: 4.39 -0.34 0.97  -0.224
H: 1.54 1.65 1.39  0.455
H: 0.47 -0.60 1.35  0.299
H: 4.39 -2.46 0.84  0.437
H: 5.46 -0.20 0.87  0.471
O: -1.36 -0.69 -0.08  -0.580
C: -1.89 -1.79 -0.10  0.412
C: -3.35 -1.94 0.04  -0.486
C: -3.93 -3.14 0.01  -0.315
C: -3.12 -4.37 -0.15  0.285
O: -3.64 -5.47 -0.17  -0.561
C: -1.65 -4.22 -0.28  -0.452
C: -1.08 -3.02 -0.26  -0.147
H: -3.93 -1.03 0.15  0.542
H: -5.00 -3.27 0.11  0.549
H: -1.08 -5.13 -0.40  0.437
H: -0.01 -2.88 -0.36  0.314
O: 4.13 1.21 -4.15  -0.545
C: 3.94 1.40 -5.34  0.524
C: 2.72 2.08 -5.81  -0.297
C: 2.51 2.29 -7.11  -0.383
C: 3.49 1.85 -8.13  0.328
O: 3.30 2.04 -9.31  -0.546
C: 4.72 1.17 -7.65  -0.346
C: 4.93 0.96 -6.35  -0.446
H: 2.01 2.40 -5.05  0.450
H: 1.62 2.78 -7.48  0.413
H: 5.43 0.86 -8.41  0.410
H: 5.82 0.47 -5.98  0.437
O: -6.40 0.16 6.16  -0.579
C: -6.32 -0.07 4.98  0.377
C: -5.80 -1.37 4.48  -0.336
C: -5.72 -1.62 3.18  -0.269
C: -6.14 -0.62 2.17  0.510
O: -6.06 -0.86 0.98  -0.594
C: -6.66 0.68 2.67  -0.465
C: -6.74 0.93 3.97  -0.447
H: -5.50 -2.08 5.23  0.470
H: -5.35 -2.56 2.80  0.462
H: -6.96 1.39 1.91  0.430
H: -7.12 1.87 4.35  0.424
O: -8.30 -2.88 4.42  -0.446
C: -8.79 -3.64 5.22  0.420
C: -9.88 -4.57 4.84  -0.409
C: -10.42 -5.41 5.72  -0.354
C: -9.95 -5.45 7.13  0.297
O: -10.44 -6.22 7.93  -0.539
C: -8.86 -4.52 7.51  -0.422
C: -8.32 -3.68 6.63  -0.136
H: -10.21 -4.53 3.81  0.415
H: -11.21 -6.10 5.46  0.400
H: -8.54 -4.56 8.55  0.415
H: -7.53 -2.99 6.89  0.383

Values from the calculation:
Max |F| = 1.48 eV/A
Kohn-Sham gap = 8.0 eV
E_LUMO = -1.71 eV